[1]
C28H40BClN3O21P | wB97M-V/def2-TZVPD

The geometry in ORCA input format:
```
! wB97M-V def2-TZVPD RIJCOSX def2/J DEFGRID3
* xyz 0 1
C 2.917 -6.267 -2.366
C 1.807 -6.007 -1.158
B 1.517 -4.408 -0.887
O 0.759 -3.689 -1.971
C 1.967 -3.588 0.506
C 0.883 -2.331 0.645
N 0.093 -1.281 0.555
P 1.610 -4.782 1.953
O 2.311 -4.259 3.458
Cl -0.523 -4.610 2.268
C 3.527 -3.104 0.367
C 3.733 -2.693 -1.241
N 3.832 -2.249 -2.472
C 4.505 -4.393 0.625
C 5.251 -4.425 2.084
O 6.528 -3.948 2.111
C 3.914 -1.754 1.218
C 3.661 -0.349 0.347
N 3.616 0.815 1.347
H 3.892 -5.616 -2.170
H 3.289 -7.399 -2.300
H 2.456 -6.107 -3.435
H 2.194 -6.604 -0.228
H 0.816 -6.568 -1.514
H 1.442 -3.420 -2.683
H 2.583 -3.295 3.447
H 5.369 -4.327 -0.196
H 4.001 -5.441 0.469
H 4.823 -4.858 3.083
H 3.230 -1.646 2.173
H 5.065 -1.698 1.530
H 2.634 -0.337 -0.214
H 4.548 -0.115 -0.391
H 3.715 0.478 2.330
H 2.745 1.382 1.223
O -5.314 1.180 -1.853
C -4.139 0.883 -1.715
O -3.131 1.786 -1.530
C -1.974 1.046 -1.188
C -2.249 -0.306 -1.763
O -3.660 -0.395 -1.725
H -1.079 1.506 -1.616
H -1.877 1.025 -0.098
H -1.917 -0.393 -2.803
H -1.793 -1.108 -1.176
O -4.373 7.302 -4.527
C -4.861 6.262 -4.116
O -4.240 5.047 -4.165
C -5.025 4.154 -3.397
C -6.381 4.781 -3.419
O -6.099 6.162 -3.550
H -5.021 3.154 -3.840
H -4.608 4.096 -2.386
H -6.976 4.459 -4.280
H -6.946 4.586 -2.504
O -1.150 2.776 2.100
C -1.776 2.016 2.820
O -2.472 0.929 2.375
C -2.861 0.194 3.520
C -2.856 1.220 4.606
O -1.875 2.144 4.176
H -3.848 -0.255 3.376
H -2.130 -0.603 3.694
H -3.816 1.739 4.695
H -2.590 0.796 5.578
O 5.498 -9.052 3.751
C 6.523 -8.393 3.797
O 7.158 -8.033 4.951
C 8.408 -7.483 4.577
C 8.177 -7.028 3.173
O 7.184 -7.919 2.701
H 8.683 -6.660 5.242
H 9.172 -8.265 4.644
H 7.788 -6.006 3.124
H 9.081 -7.094 2.561
O 2.476 2.962 -1.829
C 1.544 3.708 -2.079
O 1.674 4.938 -2.658
C 0.369 5.379 -2.982
C -0.498 4.612 -2.037
O 0.236 3.422 -1.815
H 0.280 6.460 -2.844
H 0.163 5.135 -4.029
H -0.633 5.128 -1.080
H -1.481 4.388 -2.461
O -10.344 8.182 0.390
C -9.261 8.213 -0.171
O -9.010 7.662 -1.394
C -7.724 8.103 -1.788
C -7.061 8.430 -0.489
O -8.143 8.803 0.344
H -7.196 7.319 -2.338
H -7.833 8.980 -2.434
H -6.556 7.565 -0.047
H -6.344 9.250 -0.583
*
```

## Properties
- SMILES: CCB(O)[C@@](C#N)(P(O)Cl)[C@](C#N)(CC=O)CCN.O=C1OCCO1.O=C1OCCO1.O=C1OCCO1.O=C1OCCO1.O=C1OCCO1.O=C1OCCO1
- Calculated total energy: -3661.4538 Eh
- Molar mass: 831.9 g mol⁻¹

Atomic partial charges in e from the Mulliken method, atoms 1 to 5: number 1, C, carries -0.845; number 2, C, carries -0.331; number 3, B, carries -0.140; number 4, O, carries -0.502; number 5, C, carries 0.906

[2]
C28H40BN8ORuS5 | wB97M-V/def2-TZVPD

The geometry in ORCA input format:
```
! wB97M-V def2-TZVPD RIJCOSX def2/J DEFGRID3
* xyz -2 2
Ru -0.005 0.982 -0.348
C -3.655 -2.448 -1.613
C -4.220 -2.883 -0.258
C -5.494 -2.111 0.090
C -4.577 -4.368 -0.341
N -3.202 -2.683 0.797
C -2.682 -3.695 1.597
C -1.832 -3.115 2.460
N -1.810 -1.761 2.215
B -0.831 -0.878 3.061
N 0.613 -1.353 2.797
C 1.533 -1.467 3.809
C 2.714 -1.802 3.265
N 2.520 -1.911 1.892
C 1.218 -1.619 1.612
S 0.433 -1.596 0.102
C 3.684 -2.134 0.989
C 4.434 -0.807 0.866
C 3.310 -2.628 -0.407
C 4.578 -3.205 1.632
N -1.025 0.636 2.865
C -2.168 1.215 3.365
C -2.142 2.523 3.083
N -0.959 2.786 2.404
C -0.270 1.601 2.225
S 1.403 1.437 1.904
C -0.636 4.199 2.060
C -0.689 5.016 3.360
C -1.698 4.698 1.077
C 0.736 4.421 1.432
C -2.653 -1.484 1.191
S -2.949 0.033 0.518
H -4.394 -2.641 -2.396
H -2.744 -3.007 -1.836
H -3.410 -1.387 -1.608
H -6.248 -2.284 -0.682
H -5.281 -1.046 0.154
H -5.885 -2.449 1.053
H -5.344 -4.489 -1.106
H -4.976 -4.741 0.605
H -3.715 -4.972 -0.629
H -2.930 -4.731 1.473
H -1.217 -3.555 3.226
H -1.073 -1.128 4.232
H 1.273 -1.263 4.832
H 3.670 -1.946 3.729
H 3.795 -0.055 0.398
H 5.324 -0.938 0.246
H 4.736 -0.437 1.848
H 2.806 -1.858 -0.983
H 2.653 -3.498 -0.362
H 4.237 -2.901 -0.917
H 5.109 -2.835 2.510
H 5.326 -3.523 0.905
H 3.985 -4.074 1.925
H -2.931 0.627 3.843
H -2.867 3.285 3.297
H -1.691 5.052 3.791
H -0.373 6.038 3.146
H -0.007 4.587 4.098
H -2.709 4.571 1.470
H -1.610 4.142 0.143
H -1.535 5.755 0.862
H 1.540 4.227 2.140
H 0.780 5.462 1.103
H 0.887 3.788 0.562
S 0.190 3.252 -1.888
C 1.769 2.703 -2.292
S 2.255 1.214 -1.622
C 2.611 3.461 -3.134
C 2.221 4.717 -3.677
N 1.963 5.744 -4.144
C 3.928 3.043 -3.471
N 5.009 2.761 -3.774
C -2.754 2.086 -1.777
O -2.100 0.977 -2.396
C -0.924 0.558 -1.917
C -0.447 -0.545 -2.826
H -3.792 1.801 -1.609
H -2.686 2.941 -2.450
H -2.276 2.324 -0.831
H -1.169 -0.778 -3.616
H -0.234 -1.437 -2.241
H 0.502 -0.229 -3.269
*
```

## Properties
- Calculated total energy: -3715.0678 Eh
- Molar mass: 776.9 g mol⁻¹
- <S²>: 0.764
- Relative energy (zero: lowest compared OMol25 entry of this formula, charge and spin): 11.6 kcal per mole

Atomic partial charges in e from the Mulliken method, atoms 1 to 5: number 1, Ru, carries 1.231; number 2, C, carries -1.436; number 3, C, carries 1.345; number 4, C, carries -1.600; number 5, C, carries -2.255

[3]
C28H40Cl3N3O3PdSSb | wB97M-V/def2-TZVPD

The geometry in ORCA input format:
```
! wB97M-V def2-TZVPD RIJCOSX def2/J DEFGRID3
* xyz 1 1
Pd -0.478 0.424 0.583
N -0.215 0.194 2.906
C 0.181 1.567 3.332
C -0.711 2.607 2.645
C -0.081 3.124 1.352
O 0.618 4.112 1.390
O -0.298 2.445 0.231
H -1.067 -0.075 3.370
H 0.492 -0.485 3.147
H 1.222 1.720 3.058
H 0.116 1.671 4.413
H -0.850 3.475 3.283
H -1.679 2.164 2.428
Cl 3.633 7.372 -1.144
C 4.238 5.750 -1.116
C 4.626 5.139 -2.296
C 5.128 3.852 -2.247
C 5.230 3.144 -1.051
C 5.817 1.743 -1.107
C 4.827 0.698 -1.624
N 3.738 0.335 -0.716
C 3.885 -0.471 0.392
C 2.644 -0.620 0.915
N 1.731 0.070 0.136
C 2.435 0.660 -0.815
O 6.862 1.660 -2.052
C 8.178 1.887 -1.521
C 8.355 3.196 -0.816
C 8.471 3.332 0.531
Cl 8.494 2.072 1.701
S 8.615 4.965 1.026
C 8.529 5.504 -0.599
C 8.402 4.471 -1.465
C 4.789 3.775 0.106
Cl 4.813 2.955 1.644
C 4.324 5.082 0.090
H 4.554 5.673 -3.236
H 5.484 3.375 -3.157
H 6.173 1.438 -0.119
H 5.391 -0.207 -1.831
H 4.397 1.052 -2.557
H 4.845 -0.859 0.699
H 2.341 -1.210 1.767
H 2.038 1.286 -1.601
H 8.834 1.831 -2.386
H 8.435 1.076 -0.840
H 8.590 6.562 -0.818
H 8.328 4.593 -2.541
H 4.012 5.562 1.004
C -4.510 1.510 1.399
C -4.551 0.125 0.754
C -5.832 -0.109 -0.049
Sb -2.746 -0.146 -0.403
C -2.866 0.765 -2.361
C -2.510 2.248 -2.231
C -4.209 0.529 -3.047
C -2.510 -2.275 -0.684
C -1.832 -2.849 0.566
C -3.829 -2.970 -1.004
H -5.351 1.624 2.089
H -4.592 2.298 0.646
H -3.592 1.679 1.961
H -4.451 -0.643 1.524
H -6.026 0.722 -0.728
H -6.678 -0.173 0.642
H -5.813 -1.031 -0.633
H -2.074 0.241 -2.899
H -3.299 2.797 -1.711
H -2.409 2.687 -3.228
H -1.578 2.415 -1.693
H -5.007 1.089 -2.556
H -4.496 -0.525 -3.074
H -4.149 0.881 -4.081
H -1.828 -2.351 -1.532
H -2.485 -2.772 1.441
H -0.893 -2.341 0.798
H -1.606 -3.909 0.419
H -4.520 -2.920 -0.159
H -3.639 -4.028 -1.211
H -4.326 -2.549 -1.880
*
```

## Properties
- Calculated total energy: -3627.5643 Eh
- Molar mass: 833.3 g mol⁻¹
- Relative energy (zero: lowest compared OMol25 entry of this formula, charge and spin): 57.3 kcal per mole

Atomic partial charges in e from the Mulliken method, atoms 1 to 5: number 1, Pd, carries 0.138; number 2, N, carries -0.371; number 3, C, carries -0.653; number 4, C, carries 0.592; number 5, C, carries 0.301